Entry from OMol25: 2 unconnected molecules or ions with the total composition C3H6N4S at a distorted geometry (the ωB97M-V functional and the def2-TZVPD basis).

Positions of all 14 atoms, in Å:
C (0.46567, -1.73738, -1.82966)
N (0.03517, -0.69019, -0.87605)
N (-1.27384, -1.00606, -0.42414)
C (0.72854, -0.28603, 0.19087)
N (1.24767, 0.18232, 1.14549)
H (0.05442, -1.48783, -2.78492)
H (1.52239, -1.64482, -1.91162)
H (0.04705, -2.60875, -1.52091)
H (-1.34870, -1.06687, 0.57109)
H (-1.94918, -0.33251, -0.70092)
N (-1.50955, 2.55409, 1.41736)
C (-0.47450, 2.90701, 1.80295)
S (0.99861, 3.26274, 2.38747)
H (1.45626, 1.95428, 2.53299)

Values from the calculation:
energy relative to the best compared isomer or geometry (same formula, charge and spin)	317.1	kJ/mol
E	-735.02501	Eh
HOMO level	-9.60	eV
LUMO	0.728	eV
SMILES	CN(N)C#N.N#CS